1.
44
Properties=species:S:1:pos:R:3 method="wB97M-V/def2-TZVPD" orbital_gap_ev=9.55 energy_ha=-904.177725 de_lowest_kj_mol=0.0
C -4.44 0.27 0.29
C -3.12 -0.50 0.44
C -2.55 -0.27 1.84
C -3.42 -1.99 0.25
C -2.13 -0.02 -0.66
C -1.68 1.39 -0.43
C -0.43 1.81 -0.64
C -0.01 3.20 -0.30
N 1.29 3.45 -0.54
O -0.78 4.02 0.17
O 0.57 1.03 -1.17
C 0.12 -0.20 -1.72
O 1.22 -0.96 -2.09
C 2.03 -1.53 -1.08
C 2.81 -0.52 -0.24
C 3.88 -1.18 0.62
C 4.70 -0.14 1.38
O 5.37 0.75 0.53
C -0.87 -0.89 -0.78
H -4.29 1.34 0.46
H -5.16 -0.08 1.03
H -4.86 0.13 -0.70
H -2.30 0.77 1.99
H -1.66 -0.87 2.01
H -3.29 -0.56 2.59
H -2.55 -2.60 0.47
H -4.22 -2.29 0.92
H -3.74 -2.19 -0.77
H -2.67 -0.06 -1.61
H -2.37 2.12 -0.05
H 1.67 4.36 -0.33
H 1.88 2.74 -0.92
H -0.38 0.02 -2.68
H 2.73 -2.16 -1.64
H 1.43 -2.19 -0.43
H 2.13 0.04 0.40
H 3.28 0.20 -0.92
H 3.41 -1.86 1.34
H 4.54 -1.78 -0.01
H 5.41 -0.65 2.05
H 4.04 0.48 1.99
H 5.94 0.25 -0.06
H -1.10 -1.87 -1.19
H -0.41 -0.99 0.20

=====

2.
20
Properties=species:S:1:pos:R:3 method="wB97M-V/def2-TZVPD" orbital_gap_ev=9.76 energy_ha=-419.559861 de_lowest_kj_mol=232.7
O -1.59 -0.43 -2.43
C -2.17 0.62 -1.64
N -1.82 0.62 -0.26
C -0.62 1.32 0.13
C 0.66 0.48 0.08
N 0.63 -0.56 1.08
C 1.77 -1.48 1.02
O 2.40 -1.57 2.28
H -1.09 -1.01 -1.85
H -1.84 1.59 -2.04
H -3.25 0.53 -1.77
H -1.84 -0.31 0.15
H -0.46 2.18 -0.53
H -0.72 1.76 1.13
H 0.69 -0.01 -0.89
H 1.56 1.12 0.15
H 0.65 -0.20 2.03
H 2.48 -1.14 0.28
H 1.40 -2.48 0.78
H 3.19 -1.03 2.31

=====

3.
24
Properties=species:S:1:pos:R:3 method="wB97M-V/def2-TZVPD" orbital_gap_ev="4.71 / 5.19" s_squared=6.15 spin_multiplicity=5 energy_ha=-2700.392784 de_lowest_kj_mol=154.9
Fe -1.22 -0.48 -1.35
C -2.76 -3.48 -1.64
H -2.10 -3.07 -0.82
H -3.80 -3.19 -1.41
H -2.78 -4.58 -1.56
H -2.46 -3.19 -2.63
H -0.28 -1.27 -2.41
Cl -2.71 2.27 2.53
C -1.13 1.99 1.91
C 0.02 2.65 2.38
C 1.29 2.42 1.83
Cl 2.65 3.34 2.33
C 1.52 1.40 0.83
C 2.75 0.92 0.29
C 2.79 -0.08 -0.69
C 1.59 -0.63 -1.15
N 0.41 -0.11 -0.70
C 0.35 0.79 0.34
C -0.99 1.07 0.82
O -1.99 0.49 0.20
H -0.08 3.35 3.20
H 3.69 1.32 0.66
H 3.73 -0.46 -1.11
H 1.51 -1.46 -1.85

=====

4.
9
Properties=species:S:1:pos:R:3 method="wB97M-V/def2-TZVPD" orbital_gap_ev=8.05 energy_ha=-1046.231505 de_lowest_kj_mol=179.7
C 0.85 -0.44 -0.90
C -0.90 0.13 0.40
O -0.50 -0.03 1.65
I 2.35 0.71 0.02
I -1.42 2.13 -0.18
I -2.31 -1.37 -0.15
H 0.99 -1.50 -0.77
H 0.61 -0.08 -1.89
H 0.33 0.44 1.83

=====

5.
16
Properties=species:S:1:pos:R:3 method="wB97M-V/def2-TZVPD" orbital_gap_ev=10.67 energy_ha=-325.905766 de_lowest_kj_mol=83.5
H 2.70 1.46 0.94
N 2.59 0.49 0.63
C 1.39 0.34 0.25
C 0.82 -0.93 -0.32
C -0.56 -1.20 0.29
C -1.51 -0.01 0.03
C -0.71 1.23 -0.38
O 0.49 1.36 0.38
H 0.72 -0.81 -1.40
H 1.53 -1.75 -0.15
H -0.45 -1.36 1.37
H -0.98 -2.13 -0.11
H -2.22 -0.24 -0.78
H -2.10 0.21 0.92
H -1.25 2.15 -0.22
H -0.45 1.18 -1.45

=====

6.
119
Properties=species:S:1:pos:R:3 method="wB97M-V/def2-TZVPD" orbital_gap_ev=7.23 charge=+2 energy_ha=-3892.435932 de_lowest_kj_mol=0.0
Ti 1.18 0.82 -1.49
C 1.49 0.27 -4.52
N 1.08 1.44 -3.70
C 2.00 2.55 -4.02
C -0.30 1.86 -4.08
C -1.07 2.26 -2.85
N -0.99 1.22 -1.80
C -1.74 1.75 -0.62
C -1.54 1.04 0.68
C -2.62 0.80 1.52
C -2.44 0.29 2.80
C -1.12 0.05 3.21
C 0.00 0.26 2.41
C -0.26 0.74 1.12
O 0.76 0.95 0.22
C 1.42 0.02 2.93
C 2.26 1.29 2.78
C 1.42 -0.37 4.41
C 2.05 -1.13 2.14
C -3.59 0.03 3.76
C -3.58 -1.44 4.19
C -4.95 0.34 3.13
C -3.41 0.92 5.00
C -1.67 -0.04 -2.25
C -1.38 -1.29 -1.47
C -2.40 -2.06 -0.95
C -2.15 -3.33 -0.45
C -0.85 -3.83 -0.59
C 0.22 -3.10 -1.11
C -0.08 -1.78 -1.45
O 0.91 -0.87 -1.83
C 1.57 -3.76 -1.41
C 1.87 -3.59 -2.91
C 1.55 -5.25 -1.10
C 2.69 -3.13 -0.58
C -3.23 -4.21 0.18
C -4.53 -3.44 0.37
C -3.49 -5.42 -0.73
C -2.74 -4.70 1.55
H 1.52 0.55 -5.58
H 2.49 -0.05 -4.21
H 0.80 -0.55 -4.38
H 1.88 2.85 -5.06
H 1.80 3.40 -3.37
H 3.02 2.21 -3.88
H -0.26 2.70 -4.77
H -0.78 1.04 -4.62
H -0.63 3.17 -2.43
H -2.11 2.49 -3.09
H -1.46 2.79 -0.53
H -2.81 1.74 -0.88
H -3.62 1.03 1.16
H -0.97 -0.32 4.21
H 1.81 2.12 3.33
H 3.25 1.13 3.21
H 2.38 1.60 1.74
H 0.98 0.40 5.04
H 0.89 -1.31 4.59
H 2.45 -0.51 4.74
H 2.12 -0.90 1.08
H 3.06 -1.34 2.52
H 1.46 -2.04 2.25
H -3.72 -2.09 3.32
H -2.64 -1.72 4.67
H -4.39 -1.63 4.89
H -5.13 -0.27 2.24
H -5.74 0.12 3.85
H -5.04 1.40 2.86
H -2.48 0.71 5.53
H -3.42 1.98 4.72
H -4.23 0.75 5.70
H -2.75 0.15 -2.27
H -1.36 -0.23 -3.28
H -3.41 -1.66 -0.96
H -0.67 -4.85 -0.30
H 1.07 -4.01 -3.51
H 1.99 -2.54 -3.18
H 2.80 -4.11 -3.16
H 0.79 -5.78 -1.69
H 2.52 -5.68 -1.37
H 1.38 -5.46 -0.05
H 2.73 -2.05 -0.74
H 2.54 -3.31 0.48
H 3.65 -3.56 -0.87
H -4.98 -3.14 -0.58
H -5.26 -4.08 0.88
H -4.39 -2.55 0.99
H -3.84 -5.10 -1.72
H -2.59 -6.02 -0.87
H -4.26 -6.05 -0.29
H -2.50 -3.85 2.20
H -3.52 -5.29 2.03
H -1.85 -5.32 1.47
C 4.90 -0.15 -0.41
C 4.24 1.04 -1.01
O 3.13 0.96 -1.61
N 4.83 2.22 -0.91
C 4.25 3.45 -1.45
C 3.15 4.02 -0.58
C 3.43 5.12 0.20
C 2.45 5.65 1.03
C 1.21 5.03 1.04
C 1.02 3.93 0.22
N 1.94 3.42 -0.59
H 4.62 -1.04 -0.96
H 4.55 -0.25 0.62
H 5.98 -0.04 -0.40
H 5.72 2.26 -0.44
H 3.89 3.25 -2.45
H 5.06 4.17 -1.53
H 4.42 5.57 0.17
H 2.66 6.51 1.65
H 0.41 5.38 1.67
H 0.07 3.42 0.26
Cl 0.31 5.89 -3.09
C -0.55 6.72 -1.77
Cl -1.76 5.69 -0.99
H -1.06 7.58 -2.19
H 0.18 7.01 -1.02

=====

7.
49
Properties=species:S:1:pos:R:3 method="wB97M-V/def2-TZVPD" orbital_gap_ev=8.25 energy_ha=-1467.915770 de_lowest_kj_mol=338.2
C -5.74 0.95 0.84
O -5.00 1.92 1.54
C -5.15 1.89 2.95
C -3.97 1.25 3.68
C -3.98 -0.29 3.70
N -3.86 -0.89 2.40
C -2.80 -0.85 1.73
N -1.59 -0.33 2.11
N -0.38 -0.51 1.51
C -0.31 -0.65 0.24
C 0.99 -0.93 -0.33
C 2.04 -1.59 0.37
C 3.10 -1.71 -0.49
C 4.44 -2.32 -0.26
N 2.74 -1.14 -1.68
C 3.60 -1.02 -2.82
C 4.38 0.26 -2.78
C 4.43 1.26 -1.85
C 5.35 2.22 -2.35
C 5.78 1.74 -3.54
O 5.20 0.55 -3.82
C 1.47 -0.64 -1.60
C 0.87 0.13 -2.72
C -1.53 -0.59 -0.63
S -2.84 -1.62 0.13
H -6.82 1.09 0.99
H -5.50 1.10 -0.22
H -5.46 -0.07 1.13
H -6.09 1.38 3.22
H -5.22 2.94 3.26
H -3.05 1.61 3.21
H -3.99 1.59 4.72
H -3.19 -0.64 4.38
H -4.94 -0.64 4.11
H -1.48 -0.16 3.10
H 1.98 -1.94 1.38
H 5.23 -1.60 -0.47
H 4.59 -3.19 -0.90
H 4.51 -2.64 0.77
H 3.01 -1.06 -3.74
H 4.30 -1.86 -2.84
H 3.89 1.30 -0.93
H 5.64 3.13 -1.88
H 6.47 2.12 -4.27
H 0.03 0.72 -2.36
H 1.61 0.81 -3.15
H 0.51 -0.53 -3.51
H -1.36 -1.00 -1.62
H -1.92 0.43 -0.70

=====

8.
46
Properties=species:S:1:pos:R:3 method="wB97M-V/def2-TZVPD" orbital_gap_ev=6.22 energy_ha=-940.093368 de_lowest_kj_mol=271.4
N 1.23 0.96 2.62
C 1.63 1.20 1.54
C 2.21 1.53 0.29
C 3.31 2.45 0.44
N 4.22 3.17 0.58
C 1.76 1.12 -0.94
C 2.38 1.68 -2.14
C 3.79 1.78 -2.23
C 4.38 2.59 -3.19
C 3.58 3.29 -4.11
C 2.19 3.07 -4.13
C 1.61 2.21 -3.20
H 0.94 0.44 -1.09
H 4.41 1.25 -1.50
H 5.46 2.71 -3.20
H 4.03 4.00 -4.80
H 1.57 3.57 -4.87
H 0.53 2.01 -3.20
C -0.50 -1.05 0.10
C -1.48 -1.55 0.95
N -2.19 -0.75 1.79
C -3.17 -1.25 2.75
C -3.65 -0.02 3.54
C -2.96 1.20 2.93
C -2.00 0.68 1.85
C -1.83 -3.03 0.98
C -0.94 -3.94 0.11
C -0.49 -3.26 -1.18
C 0.18 -1.89 -0.94
H -0.20 -0.02 0.22
H -4.02 -1.75 2.26
H -2.73 -2.00 3.44
H -4.73 0.08 3.50
H -3.35 -0.12 4.58
H -3.66 1.91 2.49
H -2.38 1.74 3.68
H -0.96 0.92 2.12
H -2.19 1.15 0.87
H -2.88 -3.17 0.66
H -1.77 -3.39 2.02
H -1.50 -4.84 -0.14
H -0.07 -4.25 0.70
H 0.18 -3.92 -1.74
H -1.37 -3.10 -1.81
H 1.24 -2.03 -0.68
H 0.19 -1.37 -1.90

=====

9.
18
Properties=species:S:1:pos:R:3 method="wB97M-V/def2-TZVPD" orbital_gap_ev=7.41 energy_ha=-1027.056082 de_lowest_kj_mol=114.9
C 2.47 -0.59 -0.32
C -0.27 -1.70 -0.58
O 0.14 1.10 0.25
Si -0.74 1.22 1.62
Si -2.92 1.60 -0.84
Si 0.71 -0.12 -0.72
H 3.23 -0.26 -1.03
H 2.96 -0.17 0.56
H 2.42 -1.66 -0.39
H -0.24 -1.79 0.54
H -1.19 -1.65 -1.07
H 0.30 -2.59 -0.89
H -1.37 2.64 1.56
H -1.95 0.35 1.54
H 0.00 0.82 2.74
H -1.58 1.17 -1.33
H -2.94 3.03 -1.24
H 0.81 0.67 -1.93

=====

10.
109
Properties=species:S:1:pos:R:3 method="wB97M-V/def2-TZVPD" orbital_gap_ev=9.57 energy_ha=-26786.511283 de_lowest_kj_mol=211.0
C 0.14 -1.99 0.28
C 1.66 -2.20 0.02
N 2.45 -1.25 0.86
P 3.43 -0.12 -0.08
C 5.14 -0.81 -0.39
O 3.70 1.22 0.93
S 3.29 -2.03 2.11
O 4.05 -1.07 2.95
O 2.28 -2.73 2.96
F 4.29 -3.19 1.55
H -0.19 -0.96 0.02
H -0.41 -2.68 -0.40
H -0.13 -2.24 1.32
H 1.86 -1.96 -1.05
H 1.91 -3.27 0.18
H 5.18 -1.29 -1.39
H 5.81 0.08 -0.48
H 5.56 -1.44 0.42
H 4.46 1.02 1.49
C 2.36 -1.20 6.17
Cl 1.15 0.04 5.80
Cl 3.54 -0.59 7.34
Cl 1.58 -2.66 6.78
H 2.88 -1.45 5.25
C -0.89 2.33 -1.09
Cl -2.64 2.05 -1.01
Cl -0.07 1.43 0.19
Cl -0.25 1.88 -2.67
H -0.71 3.38 -0.93
C 8.43 -1.69 -2.98
Cl 8.05 -0.14 -2.22
Cl 9.22 -2.77 -1.83
Cl 6.96 -2.44 -3.62
H 9.10 -1.51 -3.80
C -4.38 4.83 1.99
Cl -3.24 3.51 1.68
Cl -4.69 5.74 0.50
Cl -5.89 4.20 2.66
H -3.94 5.50 2.71
C -4.36 1.99 -4.35
Cl -5.19 3.55 -4.29
Cl -5.52 0.67 -4.58
Cl -3.13 1.98 -5.63
H -3.87 1.83 -3.40
C 3.63 -4.71 9.16
Cl 4.98 -4.47 8.04
Cl 3.47 -6.42 9.58
Cl 3.85 -3.72 10.61
H 2.72 -4.39 8.66
C -7.45 -3.06 -4.10
Cl -5.73 -3.43 -3.90
Cl -8.06 -2.18 -2.69
Cl -7.71 -2.13 -5.57
H -7.99 -3.99 -4.18
C 4.37 4.04 -1.15
Cl 2.91 4.77 -1.81
Cl 4.90 2.69 -2.15
Cl 5.66 5.24 -1.00
H 4.15 3.66 -0.16
C -12.14 -2.30 -2.49
Cl -12.67 -0.70 -1.94
Cl -11.08 -2.15 -3.90
Cl -11.32 -3.16 -1.19
H -13.01 -2.87 -2.78
C -5.04 -1.11 -8.88
Cl -5.61 -2.49 -7.94
Cl -6.33 -0.47 -9.90
Cl -4.42 0.15 -7.81
H -4.23 -1.44 -9.52
C 7.65 -0.61 2.93
Cl 9.40 -0.88 2.88
Cl 7.20 0.34 4.35
Cl 7.11 0.19 1.44
H 7.16 -1.58 2.99
C 0.44 1.96 -7.82
Cl -1.30 1.67 -7.78
Cl 1.25 1.07 -6.53
Cl 1.11 1.53 -9.40
H 0.61 3.02 -7.66
C 6.57 -5.32 4.66
Cl 4.99 -4.65 4.26
Cl 6.91 -6.74 3.68
Cl 7.82 -4.09 4.43
H 6.56 -5.61 5.70
C -2.50 -2.47 3.69
Cl -0.76 -2.78 3.74
Cl -3.00 -1.54 5.11
Cl -2.94 -1.61 2.21
H -3.01 -3.42 3.70
C -12.85 2.84 -3.05
Cl -11.13 2.90 -3.43
Cl -13.30 4.14 -1.94
Cl -13.82 2.92 -4.53
H -13.06 1.89 -2.56
C 7.04 -2.59 12.95
Cl 7.38 -0.88 12.66
Cl 8.34 -3.60 12.31
Cl 6.79 -2.90 14.67
H 6.12 -2.85 12.43
C 4.60 3.08 -9.80
Cl 5.73 1.78 -9.42
Cl 3.80 3.66 -8.33
Cl 5.42 4.40 -10.62
H 3.84 2.68 -10.46
C -6.89 8.98 1.97
Cl -6.48 7.48 2.81
Cl -6.51 10.38 2.97
Cl -6.05 9.07 0.42
H -7.96 8.97 1.78

=====

11.
9
Properties=species:S:1:pos:R:3 method="wB97M-V/def2-TZVPD" orbital_gap_ev="6.80 / 5.53" energy_ha=-2250.770162 de_lowest_kj_mol=384.3
Si -1.32 1.80 0.48
Si 0.74 1.05 -0.20
Si 0.63 -1.22 0.44
Cl -2.28 1.41 -1.32
Cl -1.22 -1.86 -0.25
Cl 1.97 -2.32 -0.61
H -2.35 2.73 1.03
H 3.14 0.22 -1.35
H 0.69 -1.80 1.78

=====

no.,molar mass (g/mol)
1,271.36
2,120.15
3,285.94
4,423.76
5,99.13
6,805.80
7,360.48
8,305.42
9,136.38
10,2337.95
11,193.64